[1]
# C4H12

2 unconnected molecules or ions with the total composition C4H12 in a non-equilibrium geometry (wB97M-V/def2-TZVPD, the OMol25 dataset).

Results
SMILES ... CC.CC
Total charge ... 0
LUMO ... 1.181 eV
Gap between HOMO and LUMO ... 12.56 eV
E_tot ... -4341.7535 eV
HOMO level ... -11.38 eV

```
16
Properties=species:S:1:pos:R:3:mulliken_charge:R:1
C 0.137 -1.465 -1.688 -0.648
C 1.095 -0.325 -1.865 -0.633
H -0.766 -1.506 -2.303 0.268
H 0.477 -2.489 -1.763 0.332
H -0.338 -1.331 -0.666 0.029
H 1.338 -0.054 -2.914 0.292
H 2.064 -0.458 -1.425 0.269
H 0.598 0.563 -1.440 0.106
C -0.181 1.487 1.614 -0.755
C -1.049 0.165 1.869 -0.709
H 0.004 1.853 0.567 0.198
H -0.558 2.414 2.045 0.327
H 0.790 1.260 2.036 0.228
H -1.878 0.568 2.439 0.267
H -0.446 -0.383 2.563 0.281
H -1.286 -0.301 0.930 0.150
```



[2]
# C21H48N2O9S

5 unconnected molecules or ions with the total composition C21H48N2O9S in a non-equilibrium geometry (wB97M-V/def2-TZVPD, the OMol25 dataset).

Results
SMILES ... CCN[C@@H]1OS(=O)(=O)O[C@@H]1N=C=O.CCOCC.CCOCC.CCOCC.CCOCC
Total charge ... 0
LUMO ... 0.133 eV
Gap between HOMO and LUMO ... 9.76 eV
E_tot ... -54792.2574 eV
HOMO level ... -9.63 eV

```
81
Properties=species:S:1:pos:R:3:mulliken_charge:R:1
C -1.483 -3.693 2.015 -0.910
C -0.160 -2.756 2.025 0.029
N 1.108 -3.449 1.628 -0.187
C 1.988 -3.764 2.779 -0.110
O 1.696 -5.011 3.521 -0.115
S 1.808 -4.546 5.156 1.026
O 3.142 -4.796 5.825 -0.555
O 0.608 -5.270 5.743 -0.561
O 1.674 -2.855 4.984 -0.374
C 2.493 -2.604 3.766 -0.097
N 2.412 -1.199 3.225 -0.471
C 2.019 -0.397 4.185 0.789
O 1.630 0.487 4.956 -0.460
H -2.030 -3.631 1.003 0.166
H -2.213 -3.215 2.786 0.297
H -1.290 -4.762 2.381 0.288
H -0.133 -2.229 3.040 0.102
H -0.350 -1.929 1.229 0.184
H 0.851 -4.386 1.236 0.222
H 2.977 -4.057 2.238 0.245
H 3.559 -2.693 4.220 0.469
C -0.380 0.106 -2.466 -0.779
C -0.414 -1.392 -2.718 -0.487
O -1.376 -2.080 -1.927 -0.360
C -2.732 -1.688 -2.101 -0.273
C -3.240 -1.874 -3.521 -1.104
H -0.178 0.311 -1.410 0.235
H 0.399 0.577 -3.071 0.433
H -1.329 0.583 -2.715 0.117
H 0.561 -1.814 -2.459 0.340
H -0.571 -1.610 -3.779 0.305
H -2.873 -0.655 -1.764 0.305
H -3.326 -2.315 -1.429 0.309
H -2.686 -1.264 -4.237 0.268
H -4.294 -1.594 -3.587 0.393
H -3.135 -2.918 -3.830 0.307
C -0.562 5.295 -0.477 -0.920
C -0.530 4.931 -1.952 -0.284
O -1.280 3.764 -2.264 -0.431
C -2.670 3.809 -1.969 -0.215
C -3.410 4.915 -2.702 -1.081
H -0.189 4.463 0.131 0.305
H 0.058 6.176 -0.287 0.250
H -1.574 5.520 -0.134 0.261
H 0.504 4.723 -2.239 0.326
H -0.859 5.770 -2.572 0.263
H -2.824 3.881 -0.887 0.303
H -3.086 2.843 -2.274 0.271
H -3.041 5.905 -2.428 0.235
H -4.477 4.878 -2.467 0.393
H -3.286 4.806 -3.783 0.308
C -0.791 -9.417 0.220 -1.038
C 0.450 -8.570 -0.007 -0.369
O 0.667 -7.598 1.009 -0.334
C 0.846 -8.094 2.331 0.116
C 2.036 -9.027 2.472 -1.258
H -1.679 -8.782 0.293 0.288
H -0.927 -10.120 -0.607 0.391
H -0.726 -9.996 1.143 0.264
H 0.334 -8.020 -0.944 0.332
H 1.339 -9.197 -0.126 0.311
H -0.075 -8.572 2.683 0.303
H 1.004 -7.222 2.973 -0.046
H 1.929 -9.923 1.857 0.341
H 2.148 -9.346 3.512 0.398
H 2.955 -8.524 2.159 0.320
C 0.501 11.108 -1.897 -1.068
C 0.242 9.818 -1.136 -0.338
O 0.877 8.683 -1.712 -0.373
C 2.295 8.730 -1.802 -0.336
C 2.984 8.878 -0.456 -1.060
H 0.173 11.012 -2.937 0.293
H -0.038 11.939 -1.433 0.383
H 1.561 11.367 -1.912 0.266
H -0.832 9.613 -1.148 0.323
H 0.525 9.918 -0.084 0.325
H 2.604 9.522 -2.492 0.316
H 2.610 7.786 -2.257 0.339
H 2.711 9.810 0.043 0.278
H 4.069 8.870 -0.581 0.388
H 2.702 8.057 0.210 0.276
```



[3]
# C2H3NO2

A single C2H3NO2 molecule in a non-equilibrium geometry (wB97M-V/def2-TZVPD, the OMol25 dataset).

Results
SMILES ... [H]/N=C/C(=O)O
Total charge ... 0
LUMO ... 0.642 eV
Gap between HOMO and LUMO ... 10.68 eV
E_tot ... -7706.7005 eV
HOMO level ... -10.03 eV

```
8
Properties=species:S:1:pos:R:3:mulliken_charge:R:1
C 0.504 0.192 -0.555 0.482
C -0.776 0.339 0.338 0.021
N -0.773 -0.437 1.303 -0.455
O 0.594 1.049 -1.393 -0.529
O 1.298 -0.866 -0.373 -0.444
H -1.292 1.154 -0.188 0.349
H -1.498 -0.402 1.969 0.213
H 1.942 -1.028 -1.102 0.363
```



[4]
# C24H44BiO3P2S

A molecular structure, C24H44BiO3P2S in a non-equilibrium geometry (wB97M-V/def2-TZVPD, the OMol25 dataset).

Results
Total charge ... +1
LUMO (spin up / spin down) ... -5.406 / -5.417 eV
Gap between HOMO and LUMO (spin up / spin down) ... 5.03 / 5.01 eV
E_tot ... -66986.1017 eV
HOMO level (spin up / spin down) ... -10.43 / -10.43 eV

```
75
Properties=species:S:1:pos:R:3:mulliken_charge:R:1
Bi -1.728 -0.205 1.793 1.552
C 0.468 -3.249 2.942 0.694
C 1.327 -2.133 3.197 0.892
C -0.793 -1.588 3.951 0.360
C -0.814 -2.947 3.457 0.091
C 0.594 -1.141 3.872 0.329
C 0.870 -4.507 2.279 -1.883
H 1.585 -4.314 1.466 0.358
H -0.006 -5.015 1.854 0.435
H 1.355 -5.215 2.974 0.324
C -1.922 -3.907 3.642 -1.385
H -1.777 -4.819 3.042 0.394
H -2.909 -3.482 3.388 0.106
H -1.972 -4.235 4.699 0.308
C -1.773 -1.047 4.945 -0.861
H -1.720 -1.632 5.888 0.358
H -2.815 -1.106 4.592 0.189
H -1.558 0.000 5.226 0.331
C 1.122 0.132 4.414 -1.659
H 1.552 0.002 5.425 0.321
H 0.336 0.898 4.505 0.334
H 1.921 0.538 3.775 0.399
C 2.747 -2.025 2.806 -1.474
H 3.449 -2.177 3.649 0.361
H 2.957 -1.023 2.391 0.325
H 3.008 -2.771 2.038 0.345
C -0.673 -1.594 -1.656 -0.809
C 0.506 -2.193 -1.349 -0.474
C 1.835 -1.553 -1.165 -0.629
C 1.914 -0.010 -1.085 0.907
C 1.252 0.681 0.034 -0.067
C -0.031 1.128 0.000 -1.187
C -0.965 1.025 -1.193 -0.270
C -0.912 -0.230 -2.151 0.363
H 2.534 -1.799 -1.972 0.534
H 1.525 0.423 -2.044 -1.938
H 2.222 -1.979 -0.225 0.019
H -0.232 0.002 -2.982 -0.575
H -1.602 -2.110 -1.333 0.375
H 0.470 -3.245 -1.089 0.477
H -1.920 -0.260 -2.595 0.565
H -2.006 1.087 -0.823 0.386
H -0.331 1.920 0.726 0.939
H -0.845 1.898 -1.863 0.035
H 2.989 0.235 -1.110 0.702
H 1.867 0.873 0.940 0.372
P 1.108 1.578 -3.707 0.884
C 0.083 1.068 -5.130 -1.541
C 2.716 1.555 -4.605 -1.354
P 1.244 4.268 -2.315 0.317
C 0.816 3.378 -3.889 -1.196
C 2.829 5.019 -3.002 -1.252
C 0.353 5.815 -2.828 -1.229
H -0.980 1.277 -4.945 0.386
H 0.230 0.000 -5.339 0.380
H 0.461 1.685 -5.962 0.484
H 2.464 2.010 -5.574 0.485
H 3.039 0.517 -4.733 0.387
H 3.476 2.146 -4.081 0.244
H 0.733 6.131 -3.814 0.357
H 0.614 6.560 -2.068 0.404
H -0.727 5.652 -2.859 0.366
H -0.227 3.548 -4.207 0.567
H 1.524 3.683 -4.684 0.612
H 3.110 5.782 -2.268 0.416
H 2.576 5.498 -3.963 0.387
H 3.632 4.287 -3.126 0.294
C -5.491 -1.785 2.159 -0.966
S -4.679 -0.469 1.248 1.276
O -3.598 -1.121 0.398 -0.677
O -5.566 0.439 0.580 -0.548
O -3.843 0.243 2.376 -0.778
H -6.569 -1.684 1.988 0.389
H -5.286 -1.631 3.223 0.314
H -5.140 -2.781 1.852 0.324
```



[5]
# C9H14O2

2 unconnected molecules or ions with the total composition C9H14O2 in a non-equilibrium geometry (wB97M-V/def2-TZVPD, the OMol25 dataset).

Results
SMILES ... Cc1ccc(O)cc1.CCO
Total charge ... 0
LUMO ... 0.707 eV
Gap between HOMO and LUMO ... 9.22 eV
E_tot ... -13654.0307 eV
HOMO level ... -8.51 eV

```
25
Properties=species:S:1:pos:R:3:mulliken_charge:R:1
C 0.663 1.948 2.137 -0.053
C -0.753 1.999 2.658 -1.065
O 0.790 2.962 1.101 -0.544
H 1.411 2.129 2.893 0.381
H 0.866 0.990 1.622 0.110
H -0.960 0.944 2.916 0.278
H 1.559 3.522 1.147 0.270
H -1.503 2.202 1.912 0.309
H -0.813 2.599 3.553 0.330
C -1.858 -2.773 -0.488 -1.361
C 0.470 -2.265 -1.330 -0.364
C -0.752 -1.789 -0.875 0.688
C 1.403 -1.457 -1.867 -0.517
C 1.096 -0.085 -1.986 0.121
C -0.923 -0.410 -0.798 -0.311
C 0.035 0.476 -1.270 -0.477
O 1.922 0.694 -2.754 -0.536
H 0.649 -3.349 -1.317 0.245
H 2.389 -1.720 -2.189 0.431
H -1.507 -3.812 -0.410 0.341
H -2.569 -2.738 -1.328 0.310
H -1.841 -0.102 -0.276 0.302
H 2.724 0.892 -2.259 0.335
H -0.090 1.546 -1.169 0.438
H -2.406 -2.405 0.376 0.339
```



[6]
# C20H16ClN5OS

A single C20H16ClN5OS molecule (wB97M-V/def2-TZVPD, the OMol25 dataset).

Results
SMILES ... Cc1nc(Nc2nc(CSc3ccc(Cl)cc3)cc(=O)[nH]2)nc2ccccc12
Total charge ... 0
LUMO ... -0.401 eV
Gap between HOMO and LUMO ... 7.67 eV
E_tot ... -53857.6825 eV
HOMO level ... -8.07 eV

```
44
Properties=species:S:1:pos:R:3:mulliken_charge:R:1
C -5.801 -2.618 -0.337 -1.362
C -4.854 -1.475 -0.196 1.040
N -3.596 -1.771 0.005 -0.581
C -2.711 -0.761 0.133 0.304
N -2.989 0.519 0.077 -0.377
C -4.279 0.866 -0.127 -0.257
C -4.619 2.230 -0.191 -0.357
C -5.922 2.594 -0.398 -0.489
C -6.924 1.623 -0.547 -0.726
C -6.618 0.290 -0.488 -0.591
C -5.289 -0.120 -0.276 0.467
H -7.392 -0.453 -0.603 0.385
H -7.944 1.937 -0.709 0.383
H -6.189 3.639 -0.448 0.401
H -3.835 2.962 -0.075 0.478
N -1.424 -1.182 0.338 -0.023
C -0.292 -0.424 0.477 0.477
N 0.828 -1.063 0.652 -0.619
C 1.952 -0.311 0.775 0.489
C 1.945 1.050 0.734 -0.562
C 0.712 1.771 0.557 -0.013
O 0.557 2.973 0.514 -0.672
N -0.394 0.916 0.430 -0.007
H -1.334 1.304 0.290 0.389
H 2.851 1.626 0.827 0.471
C 3.217 -1.090 0.922 -0.742
H 3.006 -2.088 1.301 0.370
H 3.932 -0.567 1.551 0.482
S 3.987 -1.273 -0.745 -0.141
C 5.614 -0.620 -0.491 0.258
C 6.353 -0.886 0.655 -0.268
C 7.629 -0.373 0.793 -0.617
C 8.175 0.389 -0.228 0.330
C 7.457 0.638 -1.388 -0.572
C 6.177 0.135 -1.515 -0.450
H 5.602 0.325 -2.407 0.384
H 7.894 1.227 -2.179 0.402
Cl 9.772 1.025 -0.057 -0.218
H 8.202 -0.573 1.685 0.398
H 5.944 -1.504 1.441 0.422
H -1.288 -2.184 0.366 0.258
H -6.568 -2.570 0.434 0.357
H -6.291 -2.583 -1.309 0.355
H -5.253 -3.550 -0.243 0.342
```